(1)
Molecular formula: C7H11NS
Method: DFT, the ωB97M-V functional and the def2-TZVPD basis

Summary:
**Highest occupied orbital energy (alpha / beta)**: -7.635 / -6.926 eV
**Largest force on an atom**: 3.1 eV/Å
**Net charge**: 0
**LUMO (alpha / beta)**: 0.0003 / -0.0102 Ha
**Relative energy (zero: lowest compared OMol25 entry of this formula, charge and spin)**: 115.51 kcal/mol
**Total energy**: -726.078454 hartree
**HOMO-LUMO gap (alpha / beta)**: 0.2809 / 0.2443 Ha

Element x y z (Å)
C 1.86564 -0.76448 1.48797
C 0.52425 1.38034 0.66856
C -0.50271 2.03385 0.17120
C 0.79026 -1.14756 -0.56019
C -1.80891 2.11645 0.94953
C 1.18135 -1.29450 -2.01586
C -0.65088 -1.16491 -0.27147
N 1.72455 -1.41998 0.36010
S 0.95787 0.57763 2.10566
H 2.26004 -1.38908 2.28182
H -0.63387 2.48951 -0.85816
H -2.63937 1.52814 0.46657
H -2.15467 3.12123 0.78576
H -1.66843 1.53837 1.89950
H 1.12039 -0.27221 -2.42289
H 0.66330 -2.04737 -2.53452
H 2.21887 -1.44342 -1.88454
H -0.94391 -2.21157 -0.51648
H -1.35845 -0.60310 -0.80963
H -0.94533 -1.02734 0.69707

Here are the Mulliken charges for atoms 1 to 8, given in e:
1. C -0.0865
2. C -0.2962
3. C 0.0146
4. C 0.9426
5. C -1.0378
6. C -1.3508
7. C -1.4006
8. N -0.5386


(2)
Molecular formula: C6H29B2O7
Method: DFT, the ωB97M-V functional and the def2-TZVPD basis

Summary:
**Highest occupied orbital energy (alpha / beta)**: -8.894 / -8.872 eV
**Largest force on an atom**: 4.6 eV/Å
**Net charge**: 0
**Spin multiplicity**: 2
**LUMO (alpha / beta)**: -0.0060 / -0.2384 Ha
**Relative energy (zero: lowest compared OMol25 entry of this formula, charge and spin)**: 4.70 kcal/mol
**Total energy**: -821.908790 hartree
**HOMO-LUMO gap (alpha / beta)**: 0.3209 / 0.0876 Ha

Element x y z (Å)
O -1.15906 -1.20679 -0.17953
H -1.54198 -1.83090 0.44132
H -1.66722 -0.41305 -0.36216
H -0.31667 -0.92039 0.18096
B 1.17939 -0.86522 1.20654
H 0.83730 -1.21357 2.16876
H 0.99065 -1.65884 0.50031
H 0.62207 0.00895 0.90744
H 2.22100 -0.60258 1.30806
B -2.87836 0.99201 -0.68913
H -3.26966 1.96487 -0.94344
H -2.26796 0.67133 -1.51908
H -2.09178 1.06167 0.04618
H -3.55781 0.17256 -0.51282
C 3.26888 1.48595 -1.17705
C 4.21630 1.28134 0.06629
O 3.46557 1.36444 1.23376
O 2.23022 0.48936 -1.17298
H 3.93049 1.48505 -2.04329
H 2.80956 2.46502 -1.04089
H 5.02746 2.00844 0.02832
H 4.67782 0.29440 0.03355
H 2.72536 0.75553 1.17987
H 1.99178 0.12658 -0.31674
C -1.10084 -4.29162 1.49004
C -0.58985 -4.41189 2.91160
O 0.21545 -3.28233 3.32569
O -2.03687 -3.20623 1.29675
H -1.51974 -5.23710 1.14550
H -0.25118 -4.16257 0.81958
H -0.05485 -5.36067 2.87041
H -1.36293 -4.46283 3.67832
H 0.32696 -2.67955 2.58689
H -2.70281 -3.27584 1.98469
C -1.63460 3.61985 -2.77371
C -0.46661 3.48259 -1.84164
O -1.00039 3.34141 -0.50028
O -2.03035 2.39427 -3.33264
H -1.40263 4.19095 -3.67267
H -2.46138 4.09534 -2.24604
H 0.29424 4.26009 -1.91022
H 0.20496 2.66527 -2.10447
H -1.49841 2.52102 -0.47731
H -2.37151 1.88368 -2.59473

Here are the Mulliken charges for atoms 1 to 8, given in e:
1. O -0.3517
2. H 0.6115
3. H -0.0378
4. H 0.6186
5. B -0.9019
6. H -0.1863
7. H 0.0018
8. H 0.2054


(3)
Molecular formula: C5H15NO
Method: DFT, the ωB97M-V functional and the def2-TZVPD basis

Summary:
**Highest occupied orbital energy**: -9.013 eV
**Largest force on an atom**: 4.7 eV/Å
**Net charge**: 0
**Structure (SMILES)**: CCCCCN.O
**LUMO**: 0.0300 Ha
**Relative energy (zero: lowest compared OMol25 entry of this formula, charge and spin)**: 63.60 kcal/mol
**Total energy**: -329.406242 hartree
**HOMO-LUMO gap**: 0.3613 Ha

Element x y z (Å)
C -0.76656 -1.55290 1.10563
C -1.39888 -1.09630 -0.24504
C -0.40539 -0.20459 -0.88946
C 0.06901 0.80965 0.06327
C -1.02764 1.75040 0.74598
N -2.00509 2.41576 -0.12555
H 0.29088 -1.33870 1.40878
H -1.43325 -1.30595 1.98440
H -0.62813 -2.61407 1.10477
H -2.20117 -0.52762 -0.08921
H -1.83787 -1.99259 -0.75515
H 0.45238 -0.92649 -1.27729
H -0.71802 0.31222 -1.78862
H 0.66708 0.49100 0.96337
H 0.67084 1.50027 -0.72954
H -1.51082 1.05447 1.51874
H -0.57326 2.46475 1.37603
H -2.71555 1.75988 -0.68495
H -1.39830 2.98792 -0.68371
O 5.41797 -1.45748 -1.32358
H 5.50759 -1.93875 -0.56625
H 5.54415 -0.59085 -1.11263

Here are the Mulliken charges for atoms 1 to 8, given in e:
1. C -1.1730
2. C -0.5529
3. C -0.6685
4. C -0.1251
5. C -0.8152
6. N -0.5492
7. H 0.3339
8. H 0.2595


(4)
Molecular formula: C6H3BrF2O2
Method: DFT, the ωB97M-V functional and the def2-TZVPD basis

Summary:
**Highest occupied orbital energy**: -8.499 eV
**Largest force on an atom**: 4.0 eV/Å
**Net charge**: 0
**Structure (SMILES)**: O=C=C1OC=C[C@@H]1C(F)(F)Br
**LUMO**: 0.0101 Ha
**Total energy**: -3154.550831 hartree
**HOMO-LUMO gap**: 0.3224 Ha

Element x y z (Å)
O -2.72930 -1.17248 -2.07403
C -1.97914 -0.84661 -1.26849
C -1.16621 -0.24934 -0.39874
O -1.85973 0.39973 0.64512
C -0.87308 0.53077 1.61954
C 0.37359 0.17804 1.33021
C 0.36845 -0.40066 -0.05880
C 1.48864 0.29701 -0.99417
F 1.35961 1.63574 -0.87020
F 1.44555 -0.01096 -2.23833
Br 3.28465 -0.41107 -0.30656
H -1.41162 0.87372 2.63052
H 1.20091 0.58350 1.91604
H 0.49768 -1.40738 0.06790

Here are the Mulliken charges for atoms 1 to 8, given in e:
1. O -0.3538
2. C 0.5244
3. C -0.3936
4. O -0.3798
5. C -0.1769
6. C -0.5948
7. C 0.0857
8. C 0.6616


(5)
Molecular formula: C24H37NO6S
Method: DFT, the ωB97M-V functional and the def2-TZVPD basis

Summary:
**Highest occupied orbital energy**: -9.306 eV
**Largest force on an atom**: 2.9 eV/Å
**Net charge**: 0
**Structure (SMILES)**: CCCOCC1=C(CCCCN(C)C(C)=O)C(=O)C(CCCS)=C(CCOC(C)=O)C1=O
**LUMO**: -0.0320 Ha
**Relative energy (zero: lowest compared OMol25 entry of this formula, charge and spin)**: 18.52 kcal/mol
**Total energy**: -1841.013508 hartree
**HOMO-LUMO gap**: 0.3100 Ha

Element x y z (Å)
C -2.99722 -1.79778 5.43776
C -3.95348 -0.89108 4.62656
C -3.14611 0.07874 3.74399
O -1.88589 -0.44818 3.39853
C -1.12866 0.50097 2.68302
C -1.48120 0.57138 1.20791
C -1.45630 1.69378 0.51927
C -1.07637 3.03752 1.08855
C 0.22016 3.51767 0.36201
C 1.46528 2.84199 0.98014
C 1.74074 1.45197 0.38948
N 3.12523 0.97261 0.65054
C 3.10169 -0.49862 0.80281
C 3.97793 1.36806 -0.41029
C 4.56613 0.35248 -1.39417
O 4.27049 2.50819 -0.55371
C -1.78859 1.70815 -0.95822
O -2.12152 2.73173 -1.44888
C -1.72989 0.43774 -1.75440
C -1.69291 0.55774 -3.26328
C -0.43162 -0.00905 -3.93707
C 0.91604 0.65962 -3.56387
S 0.84839 2.47501 -3.38896
C -1.75366 -0.68349 -1.06360
C -1.74189 -2.03961 -1.72006
C -0.58098 -2.86063 -1.11717
O -0.06578 -3.84181 -2.03327
C 1.23886 -4.08423 -1.66931
C 2.32200 -3.35202 -2.45101
O 1.52721 -4.82719 -0.81202
C -1.84011 -0.66290 0.43820
O -2.22844 -1.63927 0.97877
H -2.20894 -1.16906 5.85674
H -2.58229 -2.56422 4.78473
H -3.52027 -2.27914 6.26789
H -4.63747 -1.48862 4.01849
H -4.58256 -0.35188 5.34019
H -3.73190 0.24441 2.82561
H -3.05872 1.03594 4.28247
H -1.25149 1.46013 3.19591
H -0.07111 0.21729 2.76635
H -0.84373 3.01363 2.14807
H -1.87675 3.73464 0.82746
H 0.30113 4.58863 0.56872
H 0.16475 3.34204 -0.71040
H 2.35101 3.44884 0.77307
H 1.38335 2.76180 2.06914
H 1.57413 1.42500 -0.69965
H 1.07470 0.70769 0.82827
H 4.11056 -0.87406 0.94994
H 2.49496 -0.75104 1.67515
H 2.62667 -0.97434 -0.07140
H 5.27394 0.84661 -2.05309
H 5.09104 -0.45879 -0.88378
H 3.76886 -0.12329 -1.97878
H -2.60088 0.08990 -3.66085
H -1.79945 1.61760 -3.50316
H -0.56436 0.13936 -5.01533
H -0.30312 -1.08452 -3.79649
H 1.35085 0.16582 -2.68885
H 1.59802 0.45612 -4.39354
H 1.65611 2.66721 -2.32017
H -2.66724 -2.54338 -1.41536
H -1.73801 -2.00916 -2.80490
H 0.20070 -2.18487 -0.73339
H -0.97170 -3.36745 -0.23116
H 3.00733 -2.82825 -1.78496
H 2.90755 -4.06830 -3.03104
H 1.85476 -2.67176 -3.17013

Here are the Mulliken charges for atoms 1 to 8, given in e:
1. C -1.0546
2. C -0.5280
3. C -0.3473
4. O -0.2755
5. C -1.0697
6. C 0.6041
7. C 0.6611
8. C -1.3789


(6)
Molecular formula: BeCl3
Method: DFT, the ωB97M-V functional and the def2-TZVPD basis

Summary:
**Highest occupied orbital energy (alpha / beta)**: -10.360 / -10.389 eV
**Largest force on an atom**: 4.0 eV/Å
**Net charge**: 0
**Spin multiplicity**: 2
**LUMO (alpha / beta)**: -0.1628 / -0.1993 Ha
**Relative energy (zero: lowest compared OMol25 entry of this formula, charge and spin)**: 5.61 kcal/mol
**Total energy**: -1395.140747 hartree
**HOMO-LUMO gap (alpha / beta)**: 0.2179 / 0.1825 Ha

Element x y z (Å)
Be 0.41715 -5.09914 -22.62921
Cl 0.20452 -2.57308 -24.09657
Cl -1.56510 -6.40723 -24.29030
Cl -1.71269 -4.76950 -20.77232

Mulliken charges in e:
1. Be 0.8700
2. Cl -0.4452
3. Cl -0.0347
4. Cl -0.3901


(7)
Molecular formula: C5H8N2
Method: DFT, the ωB97M-V functional and the def2-TZVPD basis

Summary:
**Highest occupied orbital energy**: -7.984 eV
**Largest force on an atom**: 0.7 eV/Å
**Net charge**: 0
**Structure (SMILES)**: C=CCN=C=CN
**LUMO**: 0.0371 Ha
**Relative energy (zero: lowest compared OMol25 entry of this formula, charge and spin)**: 58.86 kcal/mol
**Total energy**: -304.741695 hartree
**HOMO-LUMO gap**: 0.3305 Ha

Element x y z (Å)
C -1.95116 -1.22470 -0.32447
C -1.18091 -0.20240 -0.67841
C -1.27789 1.16388 -0.04996
N -0.04576 1.67032 0.57449
C 0.87449 0.86315 0.71063
C 1.77212 -0.09467 0.83066
N 2.72945 -0.46060 -0.15429
H -1.88437 -2.18992 -0.81622
H -2.68818 -1.13429 0.47226
H -0.42924 -0.33061 -1.46211
H -2.04537 1.16035 0.73322
H -1.59458 1.90331 -0.79448
H 1.70747 -0.72378 1.71342
H 3.67515 -0.41208 0.21300
H 2.66597 0.14240 -0.96759

Here are the Mulliken charges for atoms 1 to 8, given in e:
1. C -0.7415
2. C 0.0289
3. C -0.4271
4. N -0.5372
5. C 0.5108
6. C -0.4570
7. N -0.5216
8. H 0.2613


(8)
Molecular formula: C6H10
Method: DFT, the ωB97M-V functional and the def2-TZVPD basis

Summary:
**Highest occupied orbital energy**: -9.364 eV
**Largest force on an atom**: 0.5 eV/Å
**Net charge**: 0
**Structure (SMILES)**: CC#CC(C)C
**LUMO**: 0.0391 Ha
**Relative energy (zero: lowest compared OMol25 entry of this formula, charge and spin)**: 27.71 kcal/mol
**Total energy**: -234.558354 hartree
**HOMO-LUMO gap**: 0.3832 Ha

Element x y z (Å)
C 3.02369 0.60665 -0.31493
C 1.65652 0.24087 0.05617
C 0.52326 -0.08862 0.30394
C -0.87711 -0.52495 0.41909
C -1.37054 -0.90156 -0.98541
C -1.76601 0.54063 1.06929
H 3.63950 0.83931 0.55905
H 3.50086 -0.21901 -0.85333
H 3.02673 1.48180 -0.97334
H -0.90961 -1.42632 1.04577
H -1.33761 -0.02544 -1.64243
H -2.39922 -1.27623 -0.95719
H -0.72841 -1.67434 -1.41896
H -1.72167 1.47857 0.50567
H -2.80772 0.20136 1.08946
H -1.45266 0.74727 2.09716

Here are the Mulliken charges for atoms 1 to 8, given in e:
1. C -1.2791
2. C 0.8434
3. C -0.6050
4. C 0.5877
5. C -1.3945
6. C -1.3080
7. H 0.3000
8. H 0.2925